(1)
Computed, not measured: the ion C3H6BrN2 with charge +1 in a non-equilibrium geometry, with ωB97M-V with the def2-TZVPD basis set.

Geometry as XYZ:
```
12
Properties=species:S:1:pos:R:3:nbo_charge:R:1
C -0.92340 -1.00640 -0.26382 -0.1214
C 1.29298 -0.30834 0.25316 -0.1558
C -1.56808 0.19012 -0.00591 -0.0479
N 0.36652 -1.26341 -0.02820 -0.1022
N 0.97031 1.06832 -0.07972 -0.8561
Br -3.43892 0.20078 -0.08363 0.3493
H -1.56909 -1.84429 -0.61565 0.2491
H 1.56248 -0.19418 1.38490 0.3234
H 2.17786 -0.73596 -0.11801 0.2651
H -1.07944 1.06675 0.42157 0.2806
H 1.79756 1.74598 0.07367 0.4349
H 0.41122 1.08062 -0.93837 0.3811
```

Calculated values
- Highest occupied orbital energy (alpha / beta): -14.392 / -14.393 eV
- Total charge: +1
- 2S+1: 1
- Energy: -2801.03402 hartree

(2)
Computed, not measured: the molecule C3H7NO2S2 in a non-equilibrium geometry, with ωB97M-V with the def2-TZVPD basis set.

Geometry as XYZ:
```
15
Properties=species:S:1:pos:R:3:nbo_charge:R:1
C 2.25863 -0.73571 0.33745 -0.9008
S 0.80634 0.27404 0.51137 2.1803
O 0.91828 1.41216 -0.32464 -0.9623
O 0.51246 0.36997 1.90869 -0.9239
C -0.60789 -0.72327 -0.21284 -0.7133
C -1.94956 0.22164 -0.22963 0.1123
N -1.78119 1.44371 -0.58554 -0.7655
S -3.36334 -0.46496 0.14690 -0.1309
H 3.08671 -0.32352 0.90135 0.2642
H 2.19638 -1.85604 0.72181 0.2605
H 2.61776 -0.81022 -0.61457 0.2382
H -0.91954 -1.57644 0.35988 0.2625
H -0.38856 -1.06965 -1.26424 0.2460
H -0.85370 1.94657 -0.71540 0.4372
H -2.53277 1.89173 -0.94060 0.3953
```

Calculated values
- Highest occupied orbital energy: -8.484 eV
- Total charge: 0
- 2S+1: 1
- Energy: -1120.07043 hartree

(3)
Computed, not measured: a cluster of 2 separate species, C3H10N2O in total in a non-equilibrium geometry, with ωB97M-V with the def2-TZVPD basis set.

Geometry as XYZ:
```
16
Properties=species:S:1:pos:R:3:lowdin_spin:R:1
C 1.88980 -0.57383 1.79865 0.0213
C 0.64268 1.45332 1.90076 0.0257
N 0.83761 0.38058 1.27521 0.2212
H 1.61841 -0.92266 2.78435 0.0084
H 1.79868 -1.40976 1.09867 0.0011
H 2.92276 -0.29500 1.61026 0.0004
H 0.82405 1.61041 2.95975 0.0161
H 0.33346 2.39931 1.44489 0.0097
H -0.22544 -0.24536 -0.07881 -0.0003
N -2.01120 -0.67894 -2.77996 0.2268
C -1.26538 0.12230 -1.86554 0.0481
O -0.74437 -0.66985 -0.81441 0.3746
H -2.82685 -1.13342 -2.38101 0.0007
H -1.43000 -1.44217 -3.12297 0.0100
H -1.97563 0.85274 -1.45267 0.0211
H -0.38857 0.55234 -2.37718 0.0150
```

Calculated values
- Highest occupied orbital energy (alpha / beta): -15.211 / -13.881 eV
- Total charge: +1
- Expectation value of S²: 0.76
- 2S+1: 2
- Energy: -304.63773 hartree

(4)
Computed, not measured: a structure of composition C5H8N2O in a non-equilibrium geometry, with ωB97M-V with the def2-TZVPD basis set.

Geometry as XYZ:
```
16
Properties=species:S:1:pos:R:3:nbo_charge:R:1
C 0.80171 -1.04274 -0.05765 -0.2489
C -0.69716 -1.19824 0.34255 -0.3530
C -1.54419 -0.08900 -0.26077 -0.4515
C -1.03132 1.33410 -0.10159 -0.2633
C 0.31106 1.45099 0.12218 -0.0249
H 0.83103 -1.23793 -1.08403 0.2006
H 1.39113 -1.78546 0.29692 0.2223
H -0.99703 -2.05709 -0.00851 0.2023
H -0.81144 -0.85741 1.63723 0.1923
H -2.51345 0.04737 0.26533 0.2190
H -1.83155 -0.12479 -1.36823 0.2128
H -1.84519 2.08886 -0.29419 0.2396
H 1.04485 2.57699 0.28281 0.2362
N 2.49249 0.69361 0.15298 0.2531
N 1.21142 0.38078 0.36917 -0.2695
O 3.18762 -0.18002 -0.29420 -0.3671
```

Calculated values
- Highest occupied orbital energy: -8.818 eV
- Total charge: 0
- 2S+1: 1
- Energy: -379.87867 hartree

(5)
Computed, not measured: a cluster of 2 separate species, C2H7NS2 in total in a non-equilibrium geometry, with ωB97M-V with the def2-TZVPD basis set.

Geometry as XYZ:
```
12
Properties=species:S:1:pos:R:3:nbo_charge:R:1
C 1.39005 -1.48393 0.86850 -0.4325
C -2.41834 0.71578 1.30912 -0.7775
N 0.98144 -0.11816 0.88576 -0.5512
S 1.36599 0.94676 -0.17944 0.5293
S -1.64901 -0.26364 -0.00023 -0.1235
H 1.78815 -1.68718 -0.19537 0.1675
H 2.12519 -1.56403 1.63009 0.2182
H 0.58961 -2.15523 1.08426 0.2431
H -3.38624 0.27491 1.61593 0.2249
H -2.43755 1.74435 0.84323 0.2194
H -1.63680 0.76304 2.06679 0.2363
H 1.66694 0.14934 -1.25368 0.0460
```

Calculated values
- Highest occupied orbital energy (alpha / beta): -7.551 / -7.567 eV
- Total charge: 0
- 2S+1: 1
- Energy: -931.37084 hartree

(6)
Computed, not measured: a structure of composition C43H47CsN7O2PS4, with ωB97M-V with the def2-TZVPD basis set.

Geometry as XYZ:
```
105
Properties=species:S:1:pos:R:3:lowdin_charge:R:1
Cs 0.24509 0.88195 -0.83697 0.8710
C -3.09940 4.14694 -5.91466 -0.4999
S -4.05504 4.13149 -4.39035 0.7544
C -2.82186 3.64797 -3.15502 -1.1890
S -1.25193 3.21488 -3.60790 0.4841
N -3.40751 3.67991 -1.98650 -0.1410
N -2.64921 3.15997 -0.95889 -0.0211
C -2.93370 3.62417 0.18911 -0.1165
C -2.34935 3.14591 1.45562 -0.2672
C -2.64298 3.86737 2.61455 -0.0469
C -2.13819 3.43273 3.82718 -0.0843
C -1.36255 2.28592 3.85410 -0.0590
C -1.11733 1.62768 2.65393 -0.1173
N -1.59174 2.04539 1.48530 0.0613
H -3.81034 4.37900 -6.70997 0.0172
H -2.62690 3.18327 -6.09028 -0.0026
H -2.32272 4.90705 -5.87631 0.0168
H -3.68020 4.42064 0.27222 0.1072
H -3.25753 4.75632 2.55022 0.0993
H -2.34952 3.98123 4.73782 0.0970
H -0.95157 1.89984 4.77714 0.0816
H -0.51504 0.72300 2.62150 0.0828
C -2.66341 -4.31051 5.71962 -0.0966
C -2.46881 -2.85854 5.29885 -0.2846
N -1.07595 -2.53490 5.06288 -0.1526
C -0.31046 -2.07089 6.20576 -0.2341
C -0.28241 -0.55045 6.30954 -0.0815
C -0.50184 -2.59552 3.82148 -0.8050
S -1.39493 -3.16153 2.49123 0.5662
N 0.80477 -2.29826 3.82113 0.0717
C 1.42039 -1.60856 2.86386 -0.5063
O 0.92399 -0.79656 2.06594 -0.0886
C 2.92492 -1.78350 2.83546 -0.1269
C 3.56596 -2.79082 3.55051 -0.0437
C 4.94511 -2.91786 3.49024 -0.1084
C 5.69696 -2.02879 2.72790 -0.1049
C 5.06335 -1.01815 2.01908 -0.0733
C 3.68100 -0.90801 2.06657 -0.0426
H -3.71608 -4.51812 5.92624 0.0635
H -2.08485 -4.54287 6.61730 0.0604
H -2.33059 -4.96028 4.91037 0.0559
H -2.84267 -2.18077 6.07401 0.1090
H -3.02154 -2.66605 4.38215 0.0589
H 0.70778 -2.44972 6.12094 0.1059
H -0.76544 -2.50452 7.10150 0.1058
H 0.20990 -0.13939 5.42779 0.0635
H 0.26798 -0.22890 7.19667 0.0671
H -1.29572 -0.14607 6.36378 0.0656
H 2.96288 -3.46182 4.14847 0.0996
H 5.43956 -3.70688 4.04603 0.0864
H 6.77657 -2.12206 2.69372 0.0898
H 5.63518 -0.30339 1.43772 0.1069
H 3.17163 -0.12618 1.51645 0.0891
C 6.17965 2.87269 2.53416 -0.1303
C 4.82704 2.58988 2.82447 -0.1174
C 3.94309 2.37721 1.80263 -0.0865
C 4.32390 2.42530 0.43356 -0.2468
C 3.34048 2.17243 -0.59119 -0.1340
C 3.83226 2.34453 -1.87560 -0.1999
C 5.17083 2.69201 -2.18084 -0.1362
C 6.09281 2.87632 -1.18800 -0.0999
C 5.68593 2.75062 0.16133 -0.2078
C 6.59296 2.95453 1.23382 -0.0809
H 6.88561 3.03156 3.34251 0.0811
H 4.49763 2.52844 3.85559 0.0880
H 2.90124 2.15698 2.00962 0.0985
H 3.17088 2.19036 -2.72960 0.0607
H 5.47424 2.80394 -3.21970 0.0794
H 7.12527 3.12938 -1.41316 0.0861
H 7.62877 3.18909 1.00253 0.0918
C 1.98111 -3.74554 -2.97504 -0.1848
P 1.83915 -2.39273 -1.77525 0.4954
C 0.99913 -3.11147 -0.36413 -0.1759
C 3.52642 -2.05349 -1.25544 -0.1558
O 1.16797 -1.19141 -2.35214 -0.5908
H 2.48226 -4.61009 -2.53851 0.0440
H 2.54355 -3.39383 -3.84019 0.0468
H 0.98044 -4.03100 -3.30012 0.0456
H 1.52880 -4.00822 -0.03690 0.0626
H -0.02524 -3.36961 -0.63208 0.0490
H 0.95726 -2.39343 0.45536 0.0149
H 4.04315 -2.95216 -0.91692 0.0567
H 3.49786 -1.32704 -0.44332 0.0326
H 4.06088 -1.59883 -2.09045 0.0599
S -6.37462 -0.53260 -4.60103 0.9736
C -4.84174 -0.65378 -3.69274 -0.5190
C -4.21495 0.47448 -3.20162 -0.0657
C -3.02598 0.30952 -2.49826 -0.1403
N -2.47363 -0.87581 -2.25149 0.0776
C -3.10576 -1.95368 -2.71357 -0.1411
C -4.28086 -1.90186 -3.44262 -0.0914
C -5.74910 -0.20934 -6.23779 -0.5099
C -6.07229 -1.07816 -7.27218 -0.1005
C -5.63259 -0.78011 -8.55272 -0.1697
N -4.90275 0.28989 -8.85215 0.0451
C -4.58881 1.10793 -7.84562 -0.1373
C -4.98896 0.91675 -6.53285 -0.0570
H -4.61652 1.46914 -3.34175 0.0763
H -2.51543 1.18272 -2.10796 0.0106
H -2.64684 -2.91093 -2.48748 0.1036
H -4.75349 -2.80509 -3.80456 0.0951
H -6.65216 -1.97037 -7.07828 0.0935
H -5.87353 -1.44309 -9.37777 0.0960
H -3.98997 1.97457 -8.10300 0.0997
H -4.70907 1.63064 -5.76660 0.0708
```

Calculated values
- Highest occupied orbital energy: -1.698 eV
- Total charge: -2
- 2S+1: 1
- Energy: -4154.89242 hartree